i) 2 unconnected molecules or ions with the total composition C12H21N2O, computed with ωB97M-V/def2-TZVPD.

Structure (ORCA input):
```
! RIJCOSX wB97M-V def2-TZVPD def2/J DEFGRID3
* xyz 1 1
C 2.97 0.73 -0.93
C 2.19 -0.42 -1.07
C 2.56 -1.20 0.12
C 0.96 -0.67 -1.88
C 0.19 0.48 -1.10
C -0.16 0.61 0.19
C -0.54 -0.84 2.38
C 1.40 -1.30 1.16
C -0.82 3.01 -0.21
C -2.52 1.29 0.22
C 0.41 -0.11 1.39
C -1.13 1.75 0.50
N 3.72 0.64 0.16
N -2.36 -2.81 -1.65
O 3.63 -0.52 0.74
H 2.93 1.72 -1.38
H 0.98 -0.32 -2.95
H 0.76 -1.76 -1.72
H -0.16 1.38 -1.72
H -1.33 -0.18 2.81
H 0.01 -1.27 3.29
H -1.18 -1.49 1.74
H 1.90 -1.44 2.02
H 2.87 -2.14 -0.14
H 0.84 -2.23 1.01
H -1.08 3.27 -1.28
H 0.30 3.12 -0.20
H -1.27 3.74 0.32
H -3.34 1.76 0.74
H -2.72 0.18 0.28
H -2.55 1.38 -0.87
H 1.07 0.73 1.73
H -0.98 1.96 1.63
H -2.01 -3.25 -2.55
H -3.07 -2.16 -1.78
H -2.46 -3.66 -1.02
*
```

Computed properties:
* E_HOMO (spin up / spin down): -12.679 / -12.679 eV

ii) A molecular structure, C12H21N2O, computed with ωB97M-V/def2-TZVPD.

Structure (ORCA input):
```
! RIJCOSX wB97M-V def2-TZVPD def2/J DEFGRID3
* xyz 1 1
C -0.31 1.08 1.56
C 0.15 1.99 0.64
C -0.30 0.09 -0.36
C -2.37 2.30 -1.87
C -1.31 2.65 -2.54
C 1.20 3.25 -1.91
C 0.74 0.88 -2.85
C -0.63 -3.73 1.92
C 1.17 -2.08 2.92
C -1.02 -1.42 1.40
C 0.38 1.93 -1.86
C 0.18 -2.42 1.75
N -0.60 -0.08 0.98
N 0.15 1.37 -0.59
O 0.86 -2.36 0.51
H -0.41 1.26 2.55
H 0.42 2.96 1.04
H -0.22 -0.67 -1.10
H -3.24 2.71 -2.05
H -2.40 1.66 -1.03
H -0.95 3.33 -3.24
H 2.20 3.10 -2.35
H 0.72 3.99 -2.49
H 1.35 3.71 -1.00
H 1.59 0.44 -2.60
H 0.03 0.00 -2.99
H 0.98 1.39 -3.85
H 0.09 -4.47 2.34
H -1.45 -3.67 2.58
H -0.80 -4.12 0.99
H 1.95 -1.27 2.60
H 1.81 -2.96 3.20
H 0.57 -1.62 3.68
H -1.49 -1.73 0.52
H -1.69 -1.27 2.15
H 1.14 -3.29 0.20
*
```

Computed properties:
* E_HOMO: -12.624 eV

What should be chosen as the least stable of them? Choose i).

i) 2 unconnected molecules or ions with the total composition C2H5IO, computed with ωB97M-V/def2-TZVPD.

Structure (ORCA input):
```
! RIJCOSX wB97M-V def2-TZVPD def2/J DEFGRID3
* xyz 0 1
C -1.49 1.13 0.26
C -0.28 1.01 -0.30
O 0.49 -0.04 -0.26
I 2.31 -3.20 -0.66
H 2.62 -2.40 0.75
H -1.86 2.18 0.04
H -2.14 0.27 0.58
H 0.23 1.98 -0.57
H 0.10 -0.92 0.16
*
```

Computed properties:
* E_HOMO: -8.868 eV
* SMILES: C=CO.I

ii) C2H5IO in the gas phase, computed with ωB97M-V/def2-TZVPD.

Structure (ORCA input):
```
! RIJCOSX wB97M-V def2-TZVPD def2/J DEFGRID3
* xyz 0 1
C -0.60 0.71 0.10
C 0.24 -0.38 -0.44
O 0.08 -1.62 0.08
I 2.38 0.21 -0.01
H -0.43 0.80 1.16
H -0.18 1.61 -0.34
H -1.68 0.84 0.08
H 0.37 -0.61 -1.67
H -0.19 -1.56 1.04
*
```

Computed properties:
* E_HOMO: -9.219 eV
* SMILES: C[C@H](O)I

What should be chosen as the least stable of them? Choose i).

i) C2H6O2S in the gas phase, computed with ωB97M-V/def2-TZVPD.

Structure (ORCA input):
```
! RIJCOSX wB97M-V def2-TZVPD def2/J DEFGRID3
* xyz 0 1
C -1.01 1.65 -0.36
C 1.40 -1.41 0.80
O 1.59 1.08 1.03
O -0.70 0.31 -0.49
S 1.39 0.15 -0.05
H -2.20 1.84 -0.12
H -0.93 2.14 -1.33
H -0.51 2.08 0.49
H 1.50 -2.24 0.18
H 0.39 -1.44 1.17
H 2.13 -1.33 1.51
*
```

Computed properties:
* E_HOMO (spin up / spin down): -9.364 / -9.365 eV

ii) 2 unconnected molecules or ions with the total composition C2H6O2S, computed with ωB97M-V/def2-TZVPD.

Structure (ORCA input):
```
! RIJCOSX wB97M-V def2-TZVPD def2/J DEFGRID3
* xyz 0 1
C -1.19 1.15 -0.18
S -1.58 -0.63 -0.34
H -0.92 1.51 0.81
H -0.44 1.34 -0.94
H -2.07 1.71 -0.51
H -2.43 -0.65 0.69
O 1.29 0.18 0.65
C 2.02 -0.62 0.11
O 1.60 -1.84 -0.23
H 3.10 -0.37 0.16
H 0.62 -1.77 -0.23
*
```

Computed properties:
* E_HOMO: -9.209 eV
* SMILES: O=CO.CS

What should be chosen as the least stable of them? Choose i).

i) 2 unconnected molecules or ions with the total composition C2H6O2S, computed with ωB97M-V/def2-TZVPD.

Structure (ORCA input):
```
! RIJCOSX wB97M-V def2-TZVPD def2/J DEFGRID3
* xyz 0 1
C 4.67 -0.93 2.05
S 4.68 -0.88 0.22
H 5.56 -0.40 2.38
H 3.75 -0.58 2.50
H 4.79 -1.96 2.36
H 3.81 0.11 0.13
O -4.93 0.12 -0.68
C -5.25 0.90 -1.52
O -5.82 0.47 -2.66
H -5.17 2.00 -1.50
H -6.09 1.14 -3.30
*
```

Computed properties:
* E_HOMO: -9.021 eV
* SMILES: O=CO.CS

ii) 2 unconnected molecules or ions with the total composition C2H6O2S, computed with ωB97M-V/def2-TZVPD.

Structure (ORCA input):
```
! RIJCOSX wB97M-V def2-TZVPD def2/J DEFGRID3
* xyz 0 1
C -2.67 -3.19 -0.83
S -1.14 -2.19 -0.93
H -2.54 -3.89 -0.02
H -3.52 -2.54 -0.63
H -2.77 -3.72 -1.78
H -0.35 -3.27 -0.96
O 2.60 2.60 0.13
C 1.55 2.65 0.69
O 1.45 3.02 1.98
H 0.61 2.36 0.22
H 0.54 3.29 2.19
*
```

Computed properties:
* E_HOMO: -9.154 eV
* SMILES: O=CO.CS

What should be chosen as the least stable of them? Choose i).